Computed, not measured: a 3-piece molecular cluster, C39H74BClN4O11 overall, with ωB97M-V/def2-TZVPD.

```
130
Properties=species:S:1:pos:R:3:forces:R:3:mulliken_charge:R:1
Cl -0.119 3.623 -2.376 0.13 -0.08 0.11 -0.038
O -2.454 3.242 0.753 -0.41 0.91 -0.99 -0.894
O -1.603 -4.868 3.386 0.14 -0.24 0.03 -0.305
O -3.630 -0.882 0.472 -0.66 0.42 -0.43 -0.498
O 3.556 0.672 1.605 -0.01 -0.01 0.05 -0.295
O 1.156 6.055 -3.896 -0.09 -0.06 -0.04 -0.384
O -2.331 0.009 -3.870 -0.03 -1.08 -0.23 -0.585
O -4.695 2.900 -0.979 0.02 0.04 -0.17 -0.306
O 1.519 1.997 5.485 0.05 -0.13 0.06 -0.287
O -0.097 -9.213 3.581 -0.13 -0.04 -0.11 -0.334
O -2.746 0.010 2.324 0.42 0.75 0.14 -0.525
O 0.168 -0.611 -2.634 0.00 0.25 0.01 -0.299
N -0.041 3.054 0.528 -0.69 -0.24 0.00 -0.176
N -0.344 -7.091 1.453 -0.04 0.06 0.22 -0.313
N -3.279 1.908 -3.064 0.18 0.30 0.39 -0.202
N 4.305 1.185 4.664 -0.14 0.03 -0.16 -0.315
C 3.269 -0.609 -4.625 -0.58 0.01 -0.28 -0.548
C -0.029 6.724 -3.491 -0.03 -0.09 -0.24 -0.396
C 1.043 -0.650 -3.708 0.27 -0.17 -0.62 0.039
C 0.535 -0.734 -5.003 0.38 0.01 -0.33 -0.685
C -3.352 0.322 -0.306 0.26 -0.55 0.34 -0.273
C 3.830 2.535 4.942 0.01 -0.19 -0.05 -0.088
C 0.810 -0.778 -7.514 0.33 0.14 0.30 -1.404
C 3.027 -0.560 -2.101 0.36 0.81 -0.45 0.911
C -2.373 5.579 -3.473 1.11 -0.32 -0.90 -0.438
C -1.219 6.203 -4.307 0.16 0.06 0.31 -0.947
C 2.266 0.874 2.151 -0.01 -0.17 -0.15 -0.249
C -1.385 1.167 -1.883 0.43 -0.92 -0.98 3.031
C -3.645 -2.668 3.368 -0.34 0.63 -0.26 -0.757
C 0.822 -8.979 2.522 0.26 0.03 0.08 -0.811
C -1.606 -5.987 4.252 -0.17 0.10 0.01 -0.649
C 1.383 -0.726 -6.120 0.05 -0.07 0.40 0.956
C -2.525 4.054 -3.717 -0.51 0.80 0.40 -2.341
C 0.078 0.706 -2.074 -0.35 -0.53 -0.32 -1.447
C 2.429 -0.612 -3.505 0.30 -0.25 0.22 0.736
C 4.583 1.495 2.123 0.16 0.05 -0.13 -0.393
C 2.730 2.546 5.984 0.00 0.25 -0.02 -0.852
C 5.140 1.052 3.472 0.01 -0.08 0.21 -1.052
C -1.293 -9.862 3.200 0.06 0.03 0.12 -0.686
C -0.474 -4.755 2.539 0.05 0.21 -0.06 -0.383
C 0.876 -7.517 2.125 -0.20 0.04 -0.03 -0.144
C -1.904 0.245 -0.758 -0.43 0.15 0.40 -2.333
C -3.955 3.832 -1.744 0.10 -0.22 0.72 -1.579
C -5.493 3.536 -0.003 0.24 0.09 0.09 -0.777
C -2.792 3.166 -2.468 -0.73 -1.00 -1.07 1.410
C 2.762 -0.652 -5.925 -0.51 0.00 0.65 -1.232
C -4.452 -1.606 2.582 -0.22 -1.21 -0.23 -0.489
C -2.327 0.900 -3.080 -0.21 1.06 0.45 -1.524
C 4.203 -1.516 -1.910 -0.35 0.21 0.33 -1.530
C -1.533 2.684 -1.657 0.19 0.74 0.97 0.417
C -0.500 -5.645 1.300 -0.06 -0.17 -0.13 -0.846
C -3.532 -0.727 1.799 -0.08 -0.28 0.40 0.665
C 3.530 0.871 -1.819 -0.49 0.05 -0.33 -1.031
C 1.189 0.714 5.979 -0.08 0.09 -0.06 -0.700
C 2.204 6.121 -2.960 0.22 0.18 0.21 -0.616
B -1.373 3.035 -0.066 0.41 -0.28 0.18 1.153
H 2.243 -0.753 -1.376 -0.09 -0.35 0.06 0.155
H 4.670 3.133 5.310 0.00 0.03 -0.02 0.379
H 2.068 1.925 2.374 0.01 0.00 0.06 0.266
H 4.722 -1.229 -0.997 0.00 -0.20 0.24 0.381
H 0.399 3.963 0.526 0.28 -0.07 0.20 0.236
H -3.275 6.077 -3.809 -0.33 0.07 0.48 0.473
H 3.868 -2.546 -1.837 0.12 -0.17 -0.08 0.404
H 3.755 1.007 -0.766 0.22 -0.05 0.10 -0.006
H -4.630 4.267 -2.482 -0.01 0.17 -0.17 0.689
H 2.004 6.834 -2.159 -0.12 0.12 0.04 0.320
H -3.580 4.634 -1.107 0.01 0.09 0.04 0.506
H 0.630 1.371 -2.721 0.08 0.21 0.10 1.170
H 0.080 7.798 -3.664 0.16 0.12 0.15 0.409
H -0.526 -0.798 -5.176 -0.20 0.06 0.26 0.666
H 3.046 2.039 6.901 0.01 -0.10 -0.04 0.389
H -3.521 -2.361 4.399 0.28 -0.05 0.14 0.314
H -4.131 -3.635 3.336 -0.15 -0.11 0.08 0.304
H -1.597 7.030 -4.901 -0.14 0.06 -0.11 0.415
H -1.753 -0.784 -1.075 0.17 -0.08 -0.28 1.002
H 5.402 1.421 1.401 -0.01 -0.02 -0.01 0.376
H -4.074 0.297 -1.111 -0.03 -0.07 -0.18 0.132
H -1.459 -5.483 0.802 0.03 0.05 -0.04 0.388
H -1.142 -7.448 1.959 0.00 -0.03 0.01 0.131
H -1.985 -9.188 2.683 -0.01 -0.06 -0.08 0.280
H 0.601 -9.615 1.661 -0.10 0.04 -0.02 0.404
H 3.429 3.032 4.049 0.01 0.10 0.03 0.103
H -1.304 0.362 0.147 0.20 0.20 0.03 0.250
H -5.872 4.491 -0.368 -0.25 0.02 -0.11 0.400
H -6.313 2.881 0.265 -0.14 -0.10 -0.07 0.253
H -0.804 5.485 -5.010 -0.06 -0.14 -0.09 0.347
H -4.904 3.739 0.893 0.10 -0.01 0.09 0.192
H 3.124 6.445 -3.441 0.07 -0.03 -0.19 0.317
H 2.765 1.595 -2.094 -0.10 0.15 0.04 0.150
H 1.305 0.665 7.066 0.03 -0.03 0.01 0.338
H -0.180 6.557 -2.423 -0.12 0.02 0.14 0.333
H 1.074 -6.943 3.039 0.11 -0.02 0.01 0.146
H 0.383 -1.750 -7.742 -0.13 -0.08 -0.01 0.306
H -5.084 -1.008 3.230 0.08 0.23 0.10 0.306
H 4.340 -0.563 -4.502 0.11 0.01 0.12 0.295
H 3.511 0.568 4.568 -0.03 0.01 0.03 0.141
H -1.091 -10.725 2.559 -0.02 0.01 -0.04 0.331
H 1.722 -7.369 1.447 0.02 0.02 0.01 0.354
H 0.051 -0.011 -7.634 -0.20 0.01 -0.10 0.323
H -2.152 5.790 -2.432 -0.33 0.12 0.23 0.277
H 1.544 0.537 1.404 0.01 0.02 -0.01 -0.019
H 0.450 -4.865 3.119 -0.02 -0.13 0.03 0.304
H -1.778 -10.212 4.110 0.02 0.02 0.02 0.232
H 2.382 5.152 -2.492 -0.05 -0.17 -0.04 0.083
H -1.723 3.670 -4.334 0.16 -0.19 0.11 0.667
H -0.604 -6.230 4.613 0.03 -0.05 -0.05 0.313
H 1.792 -0.075 5.518 0.03 -0.04 0.08 0.281
H 4.388 1.105 -2.447 0.24 -0.04 0.06 0.429
H -4.246 1.663 -2.922 -0.07 -0.06 -0.36 0.508
H -3.432 3.935 -4.302 -0.09 -0.21 -0.15 0.666
H -2.404 4.078 1.228 0.19 -0.35 0.65 0.279
H 0.515 0.644 -1.075 0.32 0.29 0.04 -0.465
H 1.609 -0.578 -8.222 0.00 -0.02 -0.23 0.367
H -2.232 -5.736 5.109 0.02 0.06 -0.01 0.315
H 0.144 0.530 5.732 0.01 0.02 -0.04 0.227
H 4.928 -1.404 -2.707 0.07 -0.14 -0.22 0.296
H 2.110 0.265 3.045 -0.06 0.11 0.07 0.104
H 0.557 2.364 0.093 0.44 0.44 -0.20 -0.143
H -2.687 -2.786 2.884 0.31 -0.12 0.20 0.024
H 3.420 -0.632 -6.781 0.14 0.00 -0.04 0.318
H 5.401 -0.005 3.384 0.06 0.01 -0.02 0.395
H 6.075 1.594 3.651 -0.01 0.05 -0.05 0.443
H -0.487 -3.721 2.182 -0.01 0.00 0.01 0.311
H 4.269 2.546 2.119 -0.10 -0.02 0.11 0.393
H 1.809 -9.261 2.899 0.00 -0.03 -0.02 0.396
H 0.275 -5.293 0.611 0.03 0.04 0.04 0.403
H -5.107 -2.139 1.899 -0.13 0.14 -0.19 0.250
H 2.517 3.588 6.237 0.01 -0.01 0.04 0.387
H -3.559 1.170 0.332 0.05 0.20 -0.06 0.350
H -2.048 -6.865 3.772 0.11 -0.09 0.02 0.176
```
Positions in Å, forces in eV/Å.

**Highest occupied orbital energy**: -8.30 eV
**Structure (SMILES)**: CCC(=O)OCC[C@@]1(COc2cc(C)ccc2C(C)C)C(=O)N[C@@](CCCCOC)(COC)[C@@]1(Cl)B(N)O.COCCNCCOC.COCCNCCOC
**E**: -3062.05205 Eh
**Charge**: 0
**E_LUMO**: 0.14 eV